# 1
DFT (wB97M-V/def2-TZVPD) results for an isolated molecule of CH6N2O.

```
10
Properties=species:S:1:pos:R:3:forces:R:3:nbo_charge:R:1
O -1.566 0.538 -0.059 0.2 -0.7 -0.5 -0.71
N 1.200 0.721 -0.108 -0.7 0.9 0.0 -0.70
N 0.570 -0.372 0.580 0.1 0.2 2.1 -0.50
C -0.789 -0.640 0.087 0.5 -1.2 -0.8 0.07
H -0.708 -1.234 -1.009 0.0 1.5 2.8 0.14
H 2.189 0.693 0.056 0.4 -0.4 -0.2 0.36
H -1.191 0.916 -0.862 -0.4 0.6 0.2 0.46
H -1.311 -1.328 0.824 0.8 0.9 -0.9 0.20
H 0.606 0.051 1.571 -1.1 -1.4 -1.8 0.35
H 0.999 0.656 -1.081 0.3 -0.2 -0.9 0.33
```
Positions in Å, forces in eV/Å.

E_tot (Ha): -226.37374
Net charge: 0
Energy above the lowest of the compared OMol25 structures with the same formula, charge and spin (eV): 2.553
SMILES string: NNCO
Multiplicity: 1
Kohn-Sham gap (eV): 9.2
Lowest unoccupied orbital energy (hartree): 0.036



# 2
DFT (wB97M-V/def2-TZVPD) results for a 2-piece molecular cluster, CH6N2O2 overall.

```
11
Properties=species:S:1:pos:R:3:forces:R:3:nbo_charge:R:1
O -3.095 -1.462 1.858 0.3 -0.3 0.7 -0.47
O -2.270 -0.273 1.734 -0.3 -0.3 1.0 -0.47
N -0.214 0.203 -0.320 0.3 0.0 -0.2 -0.25
N 0.690 0.764 -0.883 -0.2 0.3 -0.3 -0.21
C 2.076 0.315 -1.146 -0.2 -2.0 3.6 -0.46
H 0.628 1.712 -1.319 -0.7 0.1 0.2 0.29
H 2.108 -0.202 -2.068 0.2 -0.8 -0.7 0.22
H -2.211 -0.151 0.781 0.2 -0.3 -0.3 0.48
H -2.808 -1.860 2.726 -0.1 0.9 -1.3 0.46
H 2.482 -0.238 -0.187 -1.0 0.5 -2.2 0.22
H 2.613 1.192 -1.177 1.5 1.9 -0.4 0.19
```
Positions in Å, forces in eV/Å.

E_tot (Ha): -301.48020
Net charge: 0
Energy above the lowest of the compared OMol25 structures with the same formula, charge and spin (eV): 7.181
Multiplicity: 1
Kohn-Sham gap (eV): 9.3
Lowest unoccupied orbital energy (hartree): 0.034



# 3
DFT (wB97M-V/def2-TZVPD) results for CH6N2O2Rb as an isolated structure.

```
12
Properties=species:S:1:pos:R:3:forces:R:3:nbo_charge:R:1
Rb 0.547 -1.491 -2.488 -0.3 0.1 0.1 0.99
O 0.408 -3.391 -0.250 0.1 0.3 -0.4 -0.98
O -0.719 0.665 -1.123 -0.1 -0.7 -1.7 -0.75
N -1.082 2.102 0.498 -6.4 5.9 2.3 -0.78
N 0.727 1.138 0.520 4.3 -1.8 1.2 -0.83
C -0.405 1.268 -0.111 2.7 -3.7 -2.6 0.76
H 0.710 1.390 1.498 1.0 -0.3 -0.3 0.40
H -0.657 2.663 1.223 -0.5 0.2 -0.4 0.40
H 1.510 0.709 0.048 -0.1 -0.1 0.8 0.40
H 0.095 -3.265 0.646 -0.1 0.1 0.3 0.49
H -1.720 2.542 -0.149 -0.8 0.3 0.8 0.42
H 0.587 -4.330 -0.312 0.1 -0.3 0.0 0.49
```
Positions in Å, forces in eV/Å.

E_tot (Ha): -325.61255
Net charge: +1
Energy above the lowest of the compared OMol25 structures with the same formula, charge and spin (eV): 1.005
Multiplicity: 1
Kohn-Sham gap (eV): 10.2
Lowest unoccupied orbital energy (hartree): -0.124



# 4
DFT (wB97M-V/def2-TZVPD) results for a 2-piece molecular cluster, CH6N2O2S overall.

```
12
Properties=species:S:1:pos:R:3:forces:R:3:nbo_charge:R:1
S -0.384 -0.930 0.814 0.3 0.5 0.2 0.38
O 2.528 0.617 0.704 -0.1 -0.1 0.4 -0.11
O 1.301 0.543 0.130 -0.3 -0.3 -0.4 -0.30
N 3.526 -0.160 0.099 0.7 0.2 -2.2 -0.52
N -1.715 -0.041 0.664 -0.9 0.9 2.4 -0.72
C -2.410 0.154 -0.602 2.5 -2.2 0.7 -0.42
H 3.742 0.180 -0.910 -0.9 -0.4 2.2 0.34
H -3.116 -0.654 -0.510 -0.9 0.1 -1.3 0.20
H 3.203 -1.124 -0.005 -0.3 0.3 0.2 0.34
H -2.339 0.315 1.471 2.1 -0.9 -1.2 0.39
H -1.571 -0.031 -1.313 -1.4 0.3 -0.2 0.22
H -2.765 1.131 -0.544 -1.0 1.5 -0.7 0.20
```
Positions in Å, forces in eV/Å.

E_tot (Ha): -699.62291
Net charge: 0
Energy above the lowest of the compared OMol25 structures with the same formula, charge and spin (eV): 6.188
Multiplicity: 1
Kohn-Sham gap (spin up / spin down) (eV): 8.6 / 7.4
Lowest unoccupied orbital energy (spin up / spin down) (hartree): -0.017 / -0.019



# 5
DFT (wB97M-V/def2-TZVPD) results for CH6N2O3 as an isolated structure.

```
12
Properties=species:S:1:pos:R:3:forces:R:3:nbo_charge:R:1
O 0.565 -0.301 -0.547 5.2 0.7 2.0 -0.33
O -1.536 0.117 -0.663 1.8 2.3 0.0 -0.49
O 2.968 0.725 -0.508 -0.3 -1.6 1.0 -0.48
N 2.009 0.348 0.376 -2.7 0.9 -1.9 -0.11
N -0.021 0.829 -0.141 -5.5 -1.3 -0.8 -0.01
C -2.194 -0.564 0.361 -0.1 0.3 0.5 -0.26
H 3.336 -0.053 -0.960 0.1 -0.1 0.1 0.47
H -2.205 -1.645 0.181 0.1 0.1 0.0 0.17
H 1.990 -0.394 1.076 1.5 -0.9 -0.8 0.37
H 0.074 1.505 -0.916 -0.3 -0.2 -0.1 0.32
H -1.758 -0.369 1.350 0.1 -0.1 -0.2 0.18
H -3.229 -0.197 0.392 0.0 -0.1 0.1 0.18
```
Positions in Å, forces in eV/Å.

E_tot (Ha): -376.58627
Net charge: 0
Energy above the lowest of the compared OMol25 structures with the same formula, charge and spin (eV): 8.680
Multiplicity: 1
Kohn-Sham gap (spin up / spin down) (eV): 9.2 / 9.2
Lowest unoccupied orbital energy (spin up / spin down) (hartree): -0.003 / -0.003



# 6
DFT (wB97M-V/def2-TZVPD) results for CH6N2O3P as an isolated structure.

```
13
Properties=species:S:1:pos:R:3:forces:R:3:nbo_charge:R:1
P -1.050 0.441 0.023 -1.6 1.9 -1.0 1.86
O 0.329 0.391 0.708 0.7 -0.3 1.3 -0.79
O -3.616 -0.851 0.652 0.1 0.0 0.0 -0.03
O -1.774 1.732 0.624 -1.6 -2.6 -2.3 -0.96
N -0.672 0.919 -1.549 -0.7 -1.9 -1.0 -1.14
N -2.667 -1.288 0.269 0.3 0.4 0.0 0.33
C 0.955 -0.911 0.624 -0.2 -1.3 -0.6 -0.28
H 0.093 0.298 -1.912 -0.7 0.9 0.3 0.41
H 1.839 -0.946 1.293 -0.7 0.1 -0.6 0.25
H -1.477 0.770 -2.219 1.1 0.5 0.9 0.42
H -1.309 2.205 1.254 1.6 1.8 2.2 0.53
H 0.190 -1.732 0.907 1.4 1.2 -0.4 0.20
H 1.219 -0.976 -0.462 0.3 -0.7 1.1 0.19
```
Positions in Å, forces in eV/Å.

E_tot (Ha): -717.96322
Net charge: +1
Energy above the lowest of the compared OMol25 structures with the same formula, charge and spin (eV): 0.529
Multiplicity: 1
Kohn-Sham gap (spin up / spin down) (eV): 8.0 / 8.0
Lowest unoccupied orbital energy (spin up / spin down) (hartree): -0.223 / -0.223



# 7
DFT (wB97M-V/def2-TZVPD) results for a 2-piece molecular cluster, CH6N2OS overall.

```
11
Properties=species:S:1:pos:R:3:forces:R:3:nbo_charge:R:1
S 0.611 -0.057 1.301 1.6 -3.3 0.2 1.89
O 0.042 0.769 2.286 -1.7 1.7 0.8 -0.92
N -0.587 1.647 -1.336 3.2 -3.5 -1.8 -0.62
N 1.376 -1.186 1.979 0.8 -1.2 -0.4 -1.19
C -0.407 -0.737 0.065 -2.0 0.7 2.1 -0.56
H 1.978 -2.025 1.719 -1.5 2.1 -0.2 0.42
H 0.188 -1.273 -0.576 1.4 -0.9 -2.0 0.19
H -1.321 -1.286 0.374 0.6 0.8 0.0 0.22
H 1.361 0.696 0.531 0.7 0.6 -0.7 -0.02
H -1.106 2.309 -0.931 -2.8 3.4 2.5 0.29
H -1.157 1.301 -2.095 -0.2 -0.3 -0.3 0.30
```
Positions in Å, forces in eV/Å.

E_tot (Ha): -624.37929
Net charge: 0
Energy above the lowest of the compared OMol25 structures with the same formula, charge and spin (eV): 7.286
Multiplicity: 1
Kohn-Sham gap (spin up / spin down) (eV): 8.2 / 8.6
Lowest unoccupied orbital energy (spin up / spin down) (hartree): -0.036 / -0.041



# 8
DFT (wB97M-V/def2-TZVPD) results for an isolated ion of composition CH6N2P and charge +1.

```
10
Properties=species:S:1:pos:R:3:forces:R:3:nbo_charge:R:1
P 1.684 -0.334 -0.868 -1.0 -0.2 1.7 0.38
N -1.181 0.219 -0.493 0.8 -0.5 -0.7 -0.74
N 0.005 -0.304 1.396 0.5 -1.0 0.4 -0.75
C -0.043 -0.144 0.089 1.0 -0.3 -1.4 0.36
H 1.920 1.007 -0.523 0.5 0.1 0.7 0.03
H -0.844 -0.117 1.916 0.2 -0.3 0.4 0.41
H 0.684 -0.998 1.792 -0.8 1.4 -0.4 0.45
H 1.129 0.276 -1.926 -0.9 0.1 -2.0 -0.01
H -1.391 0.079 -1.502 0.6 0.5 1.2 0.45
H -1.962 0.316 0.119 -0.9 0.1 0.1 0.41
```
Positions in Å, forces in eV/Å.

E_tot (Ha): -492.29379
Net charge: +1
Energy above the lowest of the compared OMol25 structures with the same formula, charge and spin (eV): 0.139
SMILES string: NC(=[NH2+])P
Multiplicity: 1
Kohn-Sham gap (eV): 11.7
Lowest unoccupied orbital energy (hartree): -0.147



# 9
DFT (wB97M-V/def2-TZVPD) results for a 2-piece molecular cluster, CH6N2S overall.

```
10
Properties=species:S:1:pos:R:3:forces:R:3:nbo_charge:R:1
S 3.301 0.663 2.964 2.8 1.7 2.0 -0.22
N -2.202 -1.651 -1.894 -1.4 1.1 -0.9 -0.30
N -2.086 0.591 -2.466 -3.0 0.1 0.2 -0.55
C -2.853 -0.554 -2.181 3.6 0.0 -0.5 0.23
H -2.655 1.413 -2.225 0.5 0.1 -0.5 0.41
H 2.596 0.762 4.148 -0.7 -0.7 -1.5 0.20
H 2.787 0.156 1.899 -2.1 -0.9 -0.5 0.15
H -1.584 0.713 -3.363 0.3 -0.5 0.9 0.45
H -2.877 -2.386 -2.047 -0.1 -1.2 0.3 0.36
H -3.947 -0.526 -2.219 0.0 0.5 0.5 0.26
```
Positions in Å, forces in eV/Å.

E_tot (Ha): -548.97595
Net charge: +1
Energy above the lowest of the compared OMol25 structures with the same formula, charge and spin (eV): 2.816
Multiplicity: 2
Kohn-Sham gap (spin up / spin down) (eV): 7.6 / 1.9
Lowest unoccupied orbital energy (spin up / spin down) (hartree): -0.180 / -0.360



# 10
DFT (wB97M-V/def2-TZVPD) results for a 2-piece molecular cluster, CH6N2S2 overall.

```
11
Properties=species:S:1:pos:R:3:forces:R:3:nbo_charge:R:1
S -0.429 2.335 3.634 -0.4 0.0 0.2 -0.13
S 1.286 1.623 2.790 0.2 -0.2 -0.2 -0.12
N -0.243 -1.846 -3.022 -0.5 -1.2 -0.3 -0.72
N -0.415 -1.562 -0.738 -0.1 0.3 -0.3 -0.81
C -0.119 -1.112 -2.013 0.4 0.1 -0.3 0.28
H 1.304 2.398 1.695 0.0 0.1 0.1 0.12
H 0.106 3.059 4.631 0.1 0.1 -0.1 0.13
H -0.933 -2.428 -0.778 -0.1 -0.1 0.1 0.38
H 0.029 -1.505 -3.935 0.2 0.5 0.3 0.35
H -0.887 -0.848 -0.204 0.1 -0.1 0.4 0.37
H 0.300 -0.115 -2.060 0.0 0.5 0.2 0.14
```
Positions in Å, forces in eV/Å.

E_tot (Ha): -947.56609
Net charge: 0
Energy above the lowest of the compared OMol25 structures with the same formula, charge and spin (eV): 0.322
SMILES string: [H]/N=C/N.SS
Multiplicity: 1
Kohn-Sham gap (eV): 9.9
Lowest unoccupied orbital energy (hartree): 0.012



# 11
DFT (wB97M-V/def2-TZVPD) results for an isolated ion of composition CH6N3 and charge +1.

```
10
Properties=species:S:1:pos:R:3:forces:R:3:nbo_charge:R:1
N -1.388 -0.592 -0.058 2.2 -1.1 2.2 -0.66
N 1.554 0.175 0.075 3.2 -1.4 -2.4 -0.66
N -0.760 0.684 0.084 0.3 -0.2 0.3 -0.44
C 0.449 0.409 -0.522 -1.4 -1.0 1.8 0.45
H 1.735 0.341 1.029 -0.1 0.4 1.4 0.43
H -1.301 -1.227 0.808 -0.4 1.5 -2.1 0.40
H 2.390 -0.333 -0.432 -2.3 1.7 1.0 0.47
H -0.724 0.981 1.048 0.0 0.4 0.2 0.38
H -2.232 -0.553 -0.530 -2.1 0.2 -0.5 0.40
H 0.275 0.116 -1.502 0.4 -0.4 -1.9 0.23
```
Positions in Å, forces in eV/Å.

E_tot (Ha): -205.64581
Net charge: +1
Energy above the lowest of the compared OMol25 structures with the same formula, charge and spin (eV): 3.037
SMILES string: NNC=[NH2+]
Multiplicity: 1
Kohn-Sham gap (eV): 10.3
Lowest unoccupied orbital energy (hartree): -0.176



# 12
DFT (wB97M-V/def2-TZVPD) results for a 2-piece molecular cluster, CH6N3O overall.

```
11
Properties=species:S:1:pos:R:3:forces:R:3:nbo_charge:R:1
O 1.503 -0.942 0.359 -0.2 -1.6 -0.2 -0.55
N -0.851 -1.341 1.125 -2.4 2.6 0.1 -0.73
N -0.292 0.019 1.296 -0.6 -3.9 -0.3 -0.35
N 0.925 0.108 0.577 1.6 4.1 -0.1 0.15
C 0.242 1.130 -1.309 1.7 1.8 -0.2 -0.99
H 0.223 2.285 -1.282 -0.4 -1.4 0.5 0.14
H -0.810 -1.658 0.170 0.5 0.1 -0.3 0.34
H 1.077 0.974 -2.057 -1.1 -0.7 0.5 0.16
H -0.307 -1.901 1.691 1.4 -1.5 1.0 0.34
H -0.734 0.700 -1.466 -0.4 -0.2 -0.7 0.14
H -0.977 0.626 0.897 0.0 0.6 -0.4 0.35
```
Positions in Å, forces in eV/Å.

E_tot (Ha): -281.01459
Net charge: -1
Energy above the lowest of the compared OMol25 structures with the same formula, charge and spin (eV): 2.735
Multiplicity: 1
Kohn-Sham gap (spin up / spin down) (eV): 6.0 / 6.0
Lowest unoccupied orbital energy (spin up / spin down) (hartree): 0.176 / 0.176